Entry 1:
20
Properties=species:S:1:pos:R:3:mulliken_charge:R:1 method="wB97M-V/def2-TZVPD" de_lowest_kj_mol=219.9 orbital_gap_ev=6.736 total_charge=-1 homo_energy_ev=-3.851
Cl -0.684 -2.028 1.769 -0.1412
Cl -2.724 -1.943 -0.169 -0.2384
O 1.986 -0.232 1.998 -0.7220
N 2.048 -0.163 -1.435 -0.4161
N 3.486 -0.080 0.130 -0.4976
N 3.268 -0.121 -1.149 -0.5231
N 1.404 -0.215 -0.254 0.4830
C -0.764 -0.159 -2.002 -1.4076
C -1.390 0.459 0.474 -0.4525
C -1.355 -1.031 0.525 0.4348
C 2.326 -0.196 0.823 0.3984
C -0.536 -0.223 -0.533 0.8793
C -0.712 1.233 1.578 -0.8892
H -1.426 1.173 2.440 0.3418
H -0.876 -1.051 -2.502 0.3973
H 0.229 0.632 1.819 0.0531
H -1.675 0.416 -2.433 0.2878
H 0.041 0.460 -2.456 0.4396
H -2.390 0.914 0.229 0.2778
H -0.255 2.155 1.149 0.2949

---

Entry 2:
7
Properties=species:S:1:pos:R:3:mulliken_charge:R:1 method="wB97M-V/def2-TZVPD" de_lowest_kj_mol=299.0 orbital_gap_ev=9.680 total_charge=0 homo_energy_ev=-9.976
Br 2.338 -1.100 -0.581 0.0624
F -0.387 0.417 -1.591 -0.1801
O 0.615 -1.583 -0.273 -0.4061
C -0.223 -0.008 -0.358 0.4498
C -0.787 0.508 0.670 -0.5115
H -0.457 0.286 1.691 0.2703
H -1.100 1.480 0.441 0.3152

---

Entry 3:
8
Properties=species:S:1:pos:R:3:mulliken_charge:R:1 method="wB97M-V/def2-TZVPD" de_lowest_kj_mol=300.1 orbital_gap_ev="10.280 / 3.744" total_charge=0 homo_energy_ev="-11.273 / -8.116"
Br -1.240 -2.142 1.214 -0.0168
S -1.811 0.033 1.888 0.7159
F 1.244 -0.198 -2.541 -0.1937
O -0.503 0.649 1.675 -0.3510
O -2.803 0.660 1.003 -0.3731
C 1.624 0.193 -1.363 -0.3415
H 2.039 1.153 -1.427 0.2705
H 1.450 -0.348 -0.449 0.2897

---

What did the first record say?
20
Properties=species:S:1:pos:R:3:mulliken_charge:R:1 method="wB97M-V/def2-TZVPD" de_lowest_kj_mol=219.9 orbital_gap_ev=6.736 total_charge=-1 homo_energy_ev=-3.851
Cl -0.684 -2.028 1.769 -0.1412
Cl -2.724 -1.943 -0.169 -0.2384
O 1.986 -0.232 1.998 -0.7220
N 2.048 -0.163 -1.435 -0.4161
N 3.486 -0.080 0.130 -0.4976
N 3.268 -0.121 -1.149 -0.5231
N 1.404 -0.215 -0.254 0.4830
C -0.764 -0.159 -2.002 -1.4076
C -1.390 0.459 0.474 -0.4525
C -1.355 -1.031 0.525 0.4348
C 2.326 -0.196 0.823 0.3984
C -0.536 -0.223 -0.533 0.8793
C -0.712 1.233 1.578 -0.8892
H -1.426 1.173 2.440 0.3418
H -0.876 -1.051 -2.502 0.3973
H 0.229 0.632 1.819 0.0531
H -1.675 0.416 -2.433 0.2878
H 0.041 0.460 -2.456 0.4396
H -2.390 0.914 0.229 0.2778
H -0.255 2.155 1.149 0.2949